Record 1
This record from the Open Molecules 2025 dataset describes a molecular structure, C4H4O2Tl. The level of theory is ωB97M-V with the def2-TZVPD basis set.

Each line ends with the Mulliken spin population.
CARTESIAN COORDINATES (ANGSTROEM)
O -1.9987 1.2175 -2.1399  0.290
C -1.7862 0.7514 -1.0916  0.062
C -0.8386 -0.2178 -0.9226  0.569
C 0.0800 -0.4483 0.1683  0.016
C 1.5452 -0.2630 -0.0929  -0.003
H -0.2145 -1.1538 0.9491  0.045
H 2.2187 -0.8637 0.5215  0.001
H 1.8782 0.0676 -1.0779  -0.005
H -0.6624 -0.1566 -2.2179  -0.006
Tl 1.0526 2.3554 2.3786  0.002
O 0.7852 0.6955 0.6107  0.028

Properties
total charge	+2
multiplicity	2
energy	-12976.739	eV
expectation value of S²	0.7636
Kohn-Sham gap (spin up / spin down)	7.93 / 7.55	eV
lowest unoccupied orbital energy (spin up / spin down)	-0.438 / -0.451	Eh



Record 2
This record from the Open Molecules 2025 dataset describes a molecular structure, C22H12N8OsS2. The level of theory is ωB97M-V with the def2-TZVPD basis set.

Each line ends with the Mulliken charge.
CARTESIAN COORDINATES (ANGSTROEM)
Os 1.8382 1.2044 -0.1734  0.633
C 0.2269 3.6009 -3.4226  -0.481
C 1.0920 3.1119 -2.4500  -0.031
N 0.7952 2.0017 -1.7665  -0.274
C -0.3656 1.3560 -2.0655  0.095
C -1.2084 1.8789 -3.0410  0.029
N -0.9100 2.9851 -3.6981  -0.501
C -0.6175 0.1335 -1.2888  -0.138
C -1.7218 -0.6888 -1.3652  -0.094
C -1.8248 -1.8154 -0.5356  1.315
C -0.7739 -2.0448 0.3656  -0.095
C 0.3089 -1.1929 0.4036  -0.206
N 0.3789 -0.1309 -0.4218  -0.126
C 1.4767 -1.2829 1.2879  0.122
C 1.6984 -2.2786 2.2334  0.047
N 2.7784 -2.2904 2.9940  -0.501
C 3.6778 -1.3347 2.8329  -0.499
C 3.4920 -0.3236 1.8969  -0.056
N 2.3922 -0.2863 1.1363  -0.262
C -2.9887 -2.7227 -0.6083  0.941
C -3.0824 -3.8477 0.2123  -0.593
C -4.1879 -4.6825 0.0971  -0.470
N -5.1558 -4.4418 -0.7685  -0.526
C -5.0977 -3.3819 -1.5547  -0.468
C -4.0301 -2.4930 -1.5084  -0.598
H 0.4564 4.5025 -3.9760  0.417
H 2.0210 3.6123 -2.2258  0.401
H -2.1438 1.3952 -3.2951  0.457
H -2.5056 -0.4473 -2.0652  0.327
H -0.8032 -2.8832 1.0431  0.330
H 0.9874 -3.0825 2.3811  0.460
H 4.5619 -1.3654 3.4571  0.417
H 4.2291 0.4526 1.7588  0.434
H -2.3278 -4.1094 0.9407  0.289
H -4.2886 -5.5651 0.7167  0.394
H -5.9198 -3.2337 -2.2441  0.393
H -4.0490 -1.6492 -2.1838  0.291
S 0.7019 2.5221 1.5125  -0.154
C 1.9499 3.5175 2.0804  0.745
C 1.6174 4.3171 3.2114  -0.268
N 1.3189 4.9190 4.1446  -0.224
C 3.2033 3.6088 1.4783  0.676
S 3.6177 2.7300 0.0920  -0.133
C 4.1833 4.5097 1.9915  -0.272
N 4.9985 5.2156 2.3898  -0.242

Properties
total charge	+2
energy	-59050.430	eV
Kohn-Sham gap (spin up / spin down)	4.97 / 4.96	eV
lowest unoccupied orbital energy (spin up / spin down)	-0.356 / -0.357	Eh



Record 3
This record from the Open Molecules 2025 dataset describes a single C3H5NO2 molecule. The level of theory is ωB97M-V with the def2-TZVPD basis set.

Each line ends with the Mulliken charge.
CARTESIAN COORDINATES (ANGSTROEM)
C -0.9023 0.7789 -0.0518  0.122
C 1.0592 -0.2207 -0.1581  -0.030
C 2.3821 -0.2699 -0.0207  -0.570
H -3.1556 -0.9968 0.3963  0.321
H -1.4806 1.7326 -0.0086  0.353
H 0.3538 -1.0897 -0.0460  0.394
H 2.8102 0.6812 0.4069  0.221
H 2.9920 -1.1945 -0.0626  0.264
N -1.4483 -0.3733 -0.3137  -0.358
O -2.8990 -0.1231 0.0112  -0.457
O 0.2885 1.0754 -0.1529  -0.259

Properties
energy	-8772.796	eV
Kohn-Sham gap	10.25	eV
SMILES	C=CO/C=N/O
lowest unoccupied orbital energy	0.037	Eh



Record 4
This record from the Open Molecules 2025 dataset describes a molecular structure, C17H12ClI2N2O9RhS. The level of theory is ωB97M-V with the def2-TZVPD basis set.

Each line ends with the Mulliken charge.
CARTESIAN COORDINATES (ANGSTROEM)
Rh 0.7976 0.4582 1.2851  0.662
I -1.9368 -3.3521 -0.9183  0.075
C -2.4545 -1.4223 -0.3686  -0.460
C -3.7372 -0.9121 -0.6513  -0.364
C -4.1000 0.3693 -0.3279  -0.238
I -6.0216 1.0295 -0.7919  0.071
C -3.1661 1.2290 0.3013  0.657
C -3.3622 2.5818 0.6598  -0.540
C -2.3499 3.3021 1.2347  -1.005
C -1.1078 2.6938 1.4708  -0.457
N -0.9179 1.4322 1.1666  0.445
C -1.8990 0.6902 0.5799  0.070
C -1.5153 -0.6364 0.2629  0.935
O -0.3007 -1.0255 0.5862  -0.650
H -4.4477 -1.5596 -1.1467  0.358
H -4.3186 3.0470 0.4611  0.200
H -2.4827 4.3415 1.4960  0.424
H -0.2671 3.2292 1.8927  0.597
O 3.6958 0.8883 3.5644  -0.608
Cl 3.3176 1.0537 2.2108  1.889
O 4.3352 1.5746 1.3969  -0.581
O 2.8158 -0.2515 1.6700  -0.628
O 2.0860 1.9020 2.1295  -0.499
C -0.6553 -0.3728 4.1057  -0.630
O 0.4968 -0.2387 3.2677  -0.300
H -0.5280 0.2110 5.0160  0.302
H -0.8268 -1.4217 4.3417  0.274
H -1.5016 0.0109 3.5427  0.198
H 1.3160 -0.5029 3.7025  0.345
O 0.0107 0.4128 -4.7316  -0.659
S 1.2699 0.5604 -4.0629  1.224
O 2.3919 1.0634 -4.7981  -0.659
N 1.0622 1.4141 -2.6764  -0.626
C 1.2760 0.6830 -1.6325  0.513
O 1.1257 1.2324 -0.4644  -0.682
C 1.6943 -0.7391 -1.8941  0.901
C 2.0643 -1.7679 -1.0429  0.109
C 2.4197 -2.9929 -1.5940  -1.000
C 2.4110 -3.1945 -2.9689  -0.467
C 2.0587 -2.1616 -3.8290  -0.643
C 1.7139 -0.9555 -3.2615  -0.248
H 2.0816 -1.6486 0.0282  0.448
H 2.7075 -3.8032 -0.9371  0.410
H 2.6889 -4.1593 -3.3725  0.409
H 2.0602 -2.2921 -4.9026  0.430

Properties
energy	-81790.488	eV
Kohn-Sham gap	7.31	eV
lowest unoccupied orbital energy	-0.045	Eh



Record 5
This record from the Open Molecules 2025 dataset describes a single C4H9NO molecule. The level of theory is ωB97M-V with the def2-TZVPD basis set.

Each line ends with the Mulliken charge.
CARTESIAN COORDINATES (ANGSTROEM)
C -0.8354 -1.2835 0.8301  -1.461
C -0.2707 -0.1641 -0.0431  0.732
C -1.1317 1.1053 0.0420  -1.383
C 1.1403 0.1404 0.4285  0.318
O 1.4322 0.1846 1.6113  -0.622
N 2.0712 0.3410 -0.5416  -0.367
H -1.0726 -0.8842 1.8193  0.287
H -0.1207 -2.1063 0.9814  0.353
H -1.7387 -1.6957 0.3727  0.409
H -0.2269 -0.4965 -1.0887  0.249
H -0.7820 1.9134 -0.6137  0.337
H -2.1600 0.8678 -0.2444  0.371
H -1.1411 1.4909 1.0675  0.331
H 1.8566 0.3905 -1.5234  0.208
H 3.0054 0.5504 -0.2326  0.238

Properties
energy	-7832.282	eV
Kohn-Sham gap	10.61	eV
SMILES	CC(C)C(N)=O
lowest unoccupied orbital energy	0.034	Eh



Q: Which of these has the highest energy?
A: C4H9NO



Q: Which of these has the lowest energy?
A: C17H12ClI2N2O9RhS



Q: What is the energy in the second record?
A: -59050.430 eV